# 1
{"formula": "C3H5F2N3", "method": "wB97M-V/def2-TZVPD", "symbols": ["C", "C", "C", "N", "N", "N", "F", "F", "H", "H", "H", "H", "H"], "xyz": [[-1.174, 0.665, -0.052], [-1.877, 3.004, 0.254], [0.877, -1.017, -0.082], [-1.427, 1.985, -0.385], [0.436, 0.363, 0.186], [1.168, 1.171, 0.596], [-1.586, 0.182, 1.189], [-1.842, 4.210, -0.353], [-1.397, -0.002, -0.904], [-2.251, 3.006, 1.337], [1.911, -0.993, -0.008], [0.324, -1.645, 0.578], [0.582, -1.294, -1.112]], "max_force_ev_per_a": 3.14, "e_lumo_ev": 0.64, "total_charge": 0, "homo_ev": -7.91, "energy_ev": -13093.698, "relative_energy_kcal_mol": 54.6}

# 2
{"formula": "C5H12N2O", "method": "wB97M-V/def2-TZVPD", "symbols": ["C", "C", "C", "C", "N", "C", "N", "O", "H", "H", "H", "H", "H", "H", "H", "H", "H", "H", "H", "H"], "xyz": [[1.766, -1.605, -0.403], [1.259, -0.818, 0.864], [0.166, 0.361, 0.620], [-0.517, 0.551, 2.000], [-0.770, 0.057, -0.440], [-1.242, 1.209, -1.062], [-1.831, 0.979, -2.330], [-1.496, 2.247, -0.500], [2.825, -1.724, -0.466], [1.271, -2.577, -0.445], [1.344, -1.225, -1.421], [2.171, -0.236, 0.990], [0.924, -1.432, 1.683], [0.692, 1.329, 0.364], [-1.586, 0.194, 1.962], [-0.307, 1.529, 2.497], [-0.032, -0.196, 2.666], [-0.958, -0.852, -0.808], [-1.366, 0.444, -3.038], [-2.312, 1.763, -2.733]], "max_force_ev_per_a": 3.77, "e_lumo_ev": 0.82, "total_charge": 0, "homo_ev": -9.43, "energy_ev": -10406.878, "smiles": "CC[C@H](C)NC(N)=O", "relative_energy_kcal_mol": 35.7}

# 3
{"formula": "C51H49InN4O4STe", "method": "wB97M-V/def2-TZVPD", "symbols": ["In", "C", "N", "C", "C", "C", "N", "C", "C", "C", "C", "C", "C", "C", "O", "C", "C", "C", "N", "C", "C", "C", "C", "C", "C", "C", "O", "H", "H", "H", "H", "H", "H", "H", "H", "H", "H", "H", "H", "H", "H", "H", "H", "H", "H", "H", "H", "H", "H", "H", "H", "H", "C", "C", "C", "C", "C", "O", "C", "C", "C", "C", "C", "C", "C", "O", "C", "C", "C", "N", "C", "C", "Te", "C", "C", "C", "C", "C", "C", "C", "C", "C", "C", "C", "C", "H", "H", "H", "H", "H", "H", "H", "H", "H", "H", "H", "H", "H", "H", "H", "H", "H", "H", "H", "H", "H", "H", "H", "H", "S", "C"], "xyz": [[0.541, 1.764, 0.454], [-3.322, 1.082, 0.422], [-2.542, 2.311, 0.179], [-3.167, 3.497, 0.809], [-2.310, 4.149, 1.902], [-1.461, 3.142, 2.712], [-0.142, 2.979, 2.190], [0.759, 3.825, 2.599], [2.209, 3.904, 2.402], [2.849, 5.139, 2.531], [4.217, 5.225, 2.442], [5.003, 4.054, 2.303], [4.363, 2.830, 2.158], [2.980, 2.733, 2.048], [2.439, 1.656, 1.592], [-2.373, 2.400, -1.249], [-1.830, 3.727, -1.799], [-0.423, 4.112, -1.343], [0.554, 3.028, -1.293], [1.274, 2.797, -2.521], [2.240, 1.549, -2.759], [2.968, 1.588, -3.934], [3.597, 0.451, -4.402], [3.648, -0.692, -3.619], [3.019, -0.751, -2.415], [2.310, 0.398, -1.889], [1.838, 0.255, -0.709], [-4.316, 1.176, -0.052], [-3.411, 0.854, 1.475], [-2.748, 0.273, -0.069], [-4.120, 3.156, 1.229], [-3.476, 4.318, 0.112], [-2.987, 4.642, 2.578], [-1.696, 4.995, 1.551], [-1.903, 2.147, 2.699], [-1.461, 3.494, 3.761], [0.337, 4.727, 3.092], [2.281, 6.039, 2.710], [4.718, 6.190, 2.510], [6.065, 4.196, 2.229], [4.875, 1.890, 1.931], [-3.332, 2.182, -1.755], [-1.695, 1.563, -1.448], [-2.500, 4.558, -1.519], [-1.815, 3.640, -2.909], [-0.561, 4.479, -0.307], [-0.104, 5.017, -1.968], [0.552, 2.632, -3.411], [3.039, 2.566, -4.416], [4.118, 0.459, -5.370], [4.205, -1.620, -3.938], [3.102, -1.635, -1.767], [-1.403, -5.032, 3.623], [-1.115, -3.660, 3.075], [-1.163, -2.523, 3.897], [-0.872, -1.258, 3.361], [-1.014, -0.059, 4.250], [-1.947, 0.703, 4.156], [0.170, 0.103, 5.188], [0.071, 0.867, 6.369], [1.181, 1.337, 7.091], [2.437, 1.024, 6.637], [2.622, 0.247, 5.510], [1.486, -0.163, 4.754], [-0.586, -1.030, 1.994], [-0.277, 0.193, 1.654], [-0.551, -2.177, 1.165], [-0.738, -3.462, 1.750], [-0.398, -2.160, -0.295], [-1.086, -1.248, -0.881], [-1.110, -1.116, -2.336], [-2.433, -1.580, -2.904], [-2.769, -1.273, -5.032], [-2.910, -3.341, -5.391], [-1.795, -4.132, -5.701], [-1.911, -5.483, -5.986], [-3.198, -6.027, -6.126], [-4.322, -5.247, -5.925], [-4.167, -3.924, -5.531], [0.477, -3.211, -0.895], [1.714, -3.438, -0.303], [2.642, -4.309, -0.868], [2.325, -5.075, -2.008], [1.125, -4.765, -2.674], [0.223, -3.856, -2.124], [-2.084, -4.976, 4.489], [-0.515, -5.586, 3.848], [-1.866, -5.634, 2.843], [-1.353, -2.592, 4.960], [-0.936, 1.078, 6.763], [1.021, 1.918, 7.971], [3.309, 1.398, 7.211], [3.577, -0.209, 5.185], [1.634, -0.762, 3.890], [-0.696, -4.314, 1.061], [-0.270, -1.651, -2.862], [-0.993, -0.058, -2.590], [-3.222, -1.066, -2.410], [-2.634, -2.677, -2.702], [-0.814, -3.665, -5.601], [-1.019, -6.142, -6.019], [-3.354, -7.090, -6.377], [-5.289, -5.680, -5.945], [-5.025, -3.325, -5.233], [1.866, -3.018, 0.659], [3.589, -4.470, -0.340], [2.935, -5.926, -2.268], [0.853, -5.306, -3.580], [-0.690, -3.761, -2.700], [2.778, 5.418, -2.758], [2.087, 4.075, -2.744]], "max_force_ev_per_a": 3.70, "e_lumo_ev": [2.07, 2.06], "total_charge": -1, "homo_ev": [-3.31, -4.18], "energy_ev": -91132.346, "multiplicity": 2, "relative_energy_kcal_mol": 0.0}

# 4
{"formula": "C23H24N4O4", "method": "wB97M-V/def2-TZVPD", "symbols": ["C", "C", "N", "C", "O", "C", "N", "C", "N", "C", "C", "O", "N", "C", "C", "C", "C", "C", "C", "C", "C", "C", "O", "O", "C", "C", "C", "C", "C", "C", "C", "H", "H", "H", "H", "H", "H", "H", "H", "H", "H", "H", "H", "H", "H", "H", "H", "H", "H", "H", "H", "H", "H", "H", "H"], "xyz": [[3.376, -0.378, -1.382], [2.486, 0.038, -0.204], [1.611, 1.121, -0.566], [0.298, 0.964, -0.783], [-0.260, -0.131, -0.738], [-0.385, 2.226, -1.097], [0.331, 3.391, -1.123], [-0.513, 4.334, -1.430], [-1.757, 3.847, -1.610], [-1.711, 2.500, -1.405], [-2.977, 1.743, -1.562], [-3.996, 2.342, -1.882], [-2.884, 0.434, -1.321], [-4.000, -0.477, -1.451], [-4.208, -1.226, -0.132], [-3.769, -1.462, -2.576], [-4.791, -1.749, -3.471], [-4.601, -2.673, -4.484], [-3.384, -3.317, -4.615], [-2.359, -3.034, -3.728], [-2.549, -2.114, -2.712], [3.371, 0.472, 0.960], [3.540, 1.615, 1.289], [3.961, -0.579, 1.521], [4.832, -0.315, 2.630], [4.046, -0.106, 3.898], [3.220, -1.122, 4.366], [2.471, -0.938, 5.513], [2.544, 0.261, 6.204], [3.361, 1.276, 5.738], [4.107, 1.096, 4.586], [3.988, 0.461, -1.703], [4.021, -1.201, -1.087], [2.751, -0.696, -2.213], [1.864, -0.810, 0.105], [1.975, 2.066, -0.551], [-0.257, 5.370, -1.529], [-2.614, 4.322, -1.856], [-1.971, 0.047, -1.067], [-4.880, 0.136, -1.674], [-3.313, -1.791, 0.118], [-5.044, -1.915, -0.224], [-4.416, -0.523, 0.671], [-5.741, -1.243, -3.374], [-5.405, -2.887, -5.174], [-3.233, -4.036, -5.407], [-1.406, -3.533, -3.827], [-1.741, -1.901, -2.028], [5.467, -1.202, 2.701], [5.439, 0.567, 2.405], [3.165, -2.053, 3.821], [1.831, -1.731, 5.870], [1.960, 0.404, 7.101], [3.414, 2.215, 6.270], [4.733, 1.894, 4.216]], "max_force_ev_per_a": 0.96, "e_lumo_ev": 0.68, "total_charge": 0, "homo_ev": -9.02, "energy_ev": -38393.576, "smiles": "C[C@H](NC(=O)c1nc[nH]c1C(=O)N[C@H](C)c1ccccc1)C(=O)OCc1ccccc1", "relative_energy_kcal_mol": 8.7}

# 5
{"formula": "C30H71BBrN8O7", "method": "wB97M-V/def2-TZVPD", "symbols": ["C", "C", "C", "N", "B", "C", "C", "C", "C", "C", "C", "Br", "H", "H", "H", "H", "H", "H", "H", "H", "H", "H", "H", "H", "H", "H", "H", "H", "H", "H", "H", "H", "H", "H", "C", "O", "N", "C", "C", "H", "H", "H", "H", "H", "H", "H", "C", "O", "N", "C", "C", "H", "H", "H", "H", "H", "H", "H", "C", "O", "N", "C", "C", "H", "H", "H", "H", "H", "H", "H", "C", "O", "N", "C", "C", "H", "H", "H", "H", "H", "H", "H", "C", "O", "N", "C", "C", "H", "H", "H", "H", "H", "H", "H", "C", "O", "N", "C", "C", "H", "H", "H", "H", "H", "H", "H", "C", "O", "N", "C", "C", "H", "H", "H", "H", "H", "H", "H"], "xyz": [[-2.309, 0.074, -0.777], [-1.480, 1.359, -0.697], [-0.674, 1.537, 0.635], [-0.779, 0.439, 1.580], [-1.706, 0.678, 2.823], [-0.927, 1.538, 4.004], [-0.833, 3.070, 3.881], [-2.136, 3.772, 3.483], [-2.222, -0.777, 3.434], [-3.558, -1.315, 2.914], [-4.744, -0.388, 3.172], [-5.387, 0.601, 1.618], [-2.651, -0.215, 0.213], [-3.173, 0.183, -1.436], [-1.695, -0.735, -1.179], [-2.138, 2.221, -0.830], [-0.774, 1.377, -1.533], [0.378, 1.704, 0.374], [-1.022, 2.473, 1.085], [0.154, 0.176, 1.876], [-2.681, 1.289, 2.395], [0.107, 1.156, 4.027], [-1.338, 1.307, 4.999], [-0.049, 3.328, 3.162], [-0.504, 3.505, 4.832], [-2.165, 4.791, 3.876], [-2.998, 3.215, 3.859], [-2.266, 3.843, 2.403], [-1.451, -1.535, 3.227], [-2.300, -0.715, 4.531], [-3.826, -2.261, 3.412], [-3.510, -1.551, 1.848], [-5.636, -0.926, 3.479], [-4.496, 0.368, 3.914], [1.145, -2.599, -1.350], [1.916, -2.983, -2.226], [0.360, -3.397, -0.628], [-0.523, -2.879, 0.405], [0.379, -4.827, -0.875], [1.038, -1.534, -1.086], [-0.282, -3.322, 1.372], [-1.562, -3.120, 0.173], [-0.428, -1.795, 0.469], [1.377, -5.238, -0.715], [0.092, -5.049, -1.904], [-0.323, -5.294, -0.187], [-3.342, 8.825, 2.958], [-2.323, 8.195, 2.758], [-4.360, 8.406, 3.738], [-5.543, 9.211, 3.929], [-4.248, 7.104, 4.371], [-3.531, 9.814, 2.506], [-5.686, 9.484, 4.978], [-6.438, 8.708, 3.563], [-5.432, 10.124, 3.346], [-3.380, 7.060, 5.029], [-4.129, 6.314, 3.628], [-5.151, 6.923, 4.951], [6.985, -4.740, -3.743], [7.543, -4.810, -2.662], [5.730, -4.311, -3.941], [5.138, -4.255, -5.259], [4.930, -3.890, -2.798], [7.487, -5.039, -4.682], [4.845, -3.236, -5.517], [4.251, -4.887, -5.319], [5.864, -4.602, -5.994], [5.405, -3.057, -2.279], [4.815, -4.705, -2.084], [3.946, -3.583, -3.140], [0.783, 0.052, -5.427], [0.148, 0.652, -6.275], [1.999, 0.434, -4.987], [2.733, -0.323, -3.996], [2.575, 1.643, -5.542], [0.416, -0.866, -4.940], [2.944, 0.281, -3.110], [3.686, -0.674, -4.404], [2.157, -1.192, -3.681], [1.937, 2.506, -5.346], [2.693, 1.561, -6.623], [3.548, 1.804, -5.083], [-2.059, -4.410, 3.238], [-1.887, -5.035, 2.207], [-2.179, -4.971, 4.459], [-2.369, -4.152, 5.636], [-2.113, -6.413, 4.575], [-2.121, -3.314, 3.256], [-1.556, -4.292, 6.354], [-3.312, -4.385, 6.136], [-2.384, -3.105, 5.336], [-1.158, -6.793, 4.207], [-2.902, -6.890, 3.992], [-2.227, -6.684, 5.623], [-6.919, 7.190, 1.220], [-6.666, 8.381, 1.159], [-6.419, 6.250, 0.403], [-6.831, 4.864, 0.498], [-5.450, 6.645, -0.605], [-7.603, 6.773, 1.980], [-5.991, 4.200, 0.707], [-7.306, 4.542, -0.431], [-7.555, 4.766, 1.305], [-4.565, 7.080, -0.140], [-5.875, 7.387, -1.282], [-5.158, 5.762, -1.168], [10.981, -4.060, -6.646], [11.168, -4.431, -7.789], [10.937, -4.880, -5.579], [10.708, -4.397, -4.230], [11.124, -6.302, -5.800], [10.828, -3.000, -6.381], [11.557, -4.634, -3.585], [9.810, -4.844, -3.802], [10.580, -3.316, -4.255], [12.098, -6.502, -6.250], [10.364, -6.696, -6.475], [11.055, -6.812, -4.842]], "max_force_ev_per_a": 0.40, "e_lumo_ev": 1.93, "total_charge": -1, "homo_ev": -4.29, "energy_ev": -129236.007}

# 6
{"formula": "C14H12N6O4", "method": "wB97M-V/def2-TZVPD", "symbols": ["C", "C", "C", "C", "C", "C", "C", "C", "N", "C", "N", "H", "H", "H", "H", "H", "H", "H", "H", "H", "H", "O", "N", "C", "C", "C", "N", "O", "O", "N", "C", "N", "C", "O", "H", "H"], "xyz": [[2.253, -2.265, 1.567], [1.940, -1.162, 0.596], [0.621, -0.672, 0.492], [0.362, 0.368, -0.405], [1.398, 0.880, -1.165], [2.691, 0.402, -1.104], [2.967, -0.617, -0.207], [4.396, -1.083, -0.143], [0.874, 1.882, -1.955], [-0.439, 1.995, -1.726], [-0.776, 1.114, -0.793], [3.326, -2.492, 1.561], [1.982, -2.003, 2.599], [1.726, -3.200, 1.328], [-0.189, -1.077, 1.097], [3.453, 0.834, -1.759], [4.969, -0.463, -0.843], [4.850, -0.953, 0.848], [4.535, -2.127, -0.453], [1.389, 2.425, -2.621], [-1.105, 2.711, -2.173], [-1.454, 3.359, 0.600], [-1.907, 2.591, 1.499], [-2.267, 1.254, 1.162], [-2.122, 0.942, -0.303], [-2.589, -0.438, -0.495], [-2.766, -1.049, -1.706], [-2.299, -0.921, -2.828], [-3.732, -2.098, -1.495], [-4.181, -2.111, -0.177], [-3.492, -1.078, 0.418], [-3.631, -0.694, 1.674], [-2.964, 0.415, 2.041], [-2.075, 2.972, 2.679], [-2.727, 1.654, -0.900], [-3.019, 0.704, 3.089]], "max_force_ev_per_a": 3.27, "e_lumo_ev": -0.51, "total_charge": 0, "homo_ev": -7.77, "energy_ev": -31835.666, "relative_energy_kcal_mol": 88.1}

# 7
{"formula": "C33H36AsHfN2PS4SeSi2", "method": "wB97M-V/def2-TZVPD", "symbols": ["Hf", "S", "As", "S", "S", "S", "C", "Si", "C", "C", "C", "C", "C", "C", "C", "Si", "C", "C", "H", "H", "H", "H", "H", "H", "H", "H", "H", "H", "H", "H", "H", "H", "H", "H", "N", "P", "C", "C", "C", "C", "C", "C", "C", "C", "C", "C", "C", "C", "C", "C", "C", "C", "C", "N", "H", "H", "H", "H", "H", "H", "H", "H", "H", "H", "H", "H", "H", "H", "H", "Se", "C", "C", "C", "C", "C", "C", "H", "H", "H", "H", "H"], "xyz": [[-0.164, 0.016, -0.100], [3.396, -0.576, 6.093], [2.801, 1.170, 5.083], [0.148, -0.064, 2.431], [2.142, 0.334, 2.289], [1.191, 2.037, 6.118], [-3.859, -0.475, 1.509], [-2.829, 0.134, -0.025], [-3.899, -0.506, -1.531], [-3.195, 2.048, -0.107], [-4.534, 2.431, -0.109], [-4.929, 3.752, -0.177], [-3.962, 4.738, -0.257], [-2.628, 4.375, -0.261], [-2.210, 3.048, -0.184], [-0.276, 2.704, -0.165], [0.288, 3.722, -1.741], [0.319, 3.890, 1.254], [-4.900, -0.155, 1.474], [-3.422, -0.089, 2.425], [-3.848, -1.561, 1.575], [-4.957, -0.594, -1.291], [-3.563, -1.489, -1.851], [-3.808, 0.160, -2.388], [-5.292, 1.660, -0.057], [-5.982, 4.012, -0.166], [-4.248, 5.782, -0.324], [-1.884, 5.155, -0.330], [-0.022, 4.762, -1.673], [-0.136, 3.309, -2.653], [1.370, 3.707, -1.847], [0.064, 4.932, 1.070], [1.398, 3.834, 1.378], [-0.127, 3.605, 2.201], [2.648, -0.994, -1.769], [2.482, -0.512, 0.136], [4.219, 0.094, 0.160], [4.811, 0.701, -0.942], [6.119, 1.151, -0.875], [6.833, 1.050, 0.306], [6.241, 0.473, 1.417], [4.950, -0.012, 1.343], [2.733, -2.219, 0.722], [3.956, -2.869, 0.568], [4.166, -4.104, 1.153], [3.164, -4.707, 1.894], [1.933, -4.085, 2.021], [1.715, -2.857, 1.427], [1.709, -0.666, -2.664], [1.790, -1.075, -4.016], [0.810, -0.709, -4.907], [-0.259, 0.077, -4.460], [-0.290, 0.429, -3.135], [0.666, 0.100, -2.249], [3.376, -1.596, -2.142], [4.249, 0.812, -1.860], [6.586, 1.583, -1.751], [7.850, 1.416, 0.358], [6.788, 0.399, 2.346], [4.507, -0.470, 2.215], [4.753, -2.401, 0.006], [5.136, -4.578, 1.060], [3.344, -5.656, 2.378], [1.140, -4.547, 2.592], [0.748, -2.370, 1.545], [2.621, -1.698, -4.318], [0.851, -1.046, -5.933], [-1.056, 0.371, -5.126], [-1.111, 1.014, -2.725], [-0.481, -2.679, -1.388], [-0.293, -4.485, -0.759], [0.933, -5.137, -0.824], [1.051, -6.440, -0.380], [-0.052, -7.110, 0.123], [-1.276, -6.462, 0.184], [-1.399, -5.158, -0.254], [1.792, -4.615, -1.219], [2.012, -6.938, -0.428], [0.041, -8.132, 0.467], [-2.143, -6.979, 0.573], [-2.350, -4.648, -0.210]], "max_force_ev_per_a": 2.20, "e_lumo_ev": 3.89, "total_charge": -2, "homo_ev": -1.41, "energy_ev": -233666.692, "relative_energy_kcal_mol": 51.6}

# 8
{"formula": "C4H10OS", "method": "wB97M-V/def2-TZVPD", "symbols": ["C", "C", "S", "H", "H", "H", "H", "H", "H", "C", "C", "O", "H", "H", "H", "H"], "xyz": [[1.339, 0.992, -1.096], [1.978, 0.477, 0.179], [2.302, -1.307, 0.172], [1.949, 0.722, -1.968], [0.322, 0.623, -1.179], [1.377, 2.081, -1.092], [1.349, 0.730, 1.030], [2.952, 0.931, 0.353], [1.094, -1.646, -0.305], [-2.164, -1.469, 0.209], [-2.012, -0.351, 0.907], [-1.789, 0.839, 0.296], [-2.263, -2.427, 0.701], [-2.121, -1.417, -0.873], [-1.950, -0.335, 1.991], [-2.364, 1.557, 0.676]], "max_force_ev_per_a": 0.96, "e_lumo_ev": [3.12, 3.03], "total_charge": -1, "homo_ev": [0.98, -5.47], "energy_ev": -17190.821, "multiplicity": 2, "relative_energy_kcal_mol": 11.6}